Entry 1:
Formula: C19H39BBrN3O15P3
Source: OMol25
Level of theory: the ωB97M-V functional and the def2-TZVPD basis

Geometry as XYZ:
```
81
C19H39BBrN3O15P3, DFT the ωB97M-V functional and the def2-TZVPD basis
C 2.186 -3.583 0.233
C 2.977 -4.823 -0.096
O 2.732 -5.854 0.447
O 3.991 -4.680 -1.046
C 4.093 -5.789 -1.894
O 4.551 -6.819 -1.524
C 3.544 -5.646 -3.309
C 2.301 -4.790 -3.247
N 1.238 -5.397 -2.808
N 0.136 -4.666 -2.689
P -1.303 -5.540 -2.102
O -2.333 -5.512 -3.117
O -1.727 -4.947 -0.698
O -0.811 -7.015 -1.853
C 0.009 -3.375 -2.978
B -1.330 -2.482 -2.806
O -1.699 -2.128 -1.524
N -2.048 -2.049 -3.971
C -1.938 -0.558 -3.882
C -3.488 -2.421 -3.891
C 1.140 -2.725 -3.491
C 2.321 -3.414 -3.640
C 3.544 -2.740 -4.205
C 3.821 -1.302 -3.732
C 3.687 -1.071 -2.219
Br 2.811 0.018 -4.768
H 1.120 -3.782 0.162
H 2.421 -3.322 1.264
H 2.453 -2.723 -0.370
H 4.277 -5.239 -3.996
H 3.258 -6.631 -3.664
H -0.955 -4.914 -0.112
H -0.558 -7.185 -0.935
H -1.000 -1.593 -1.124
H -2.010 -0.094 -4.862
H -2.715 -0.160 -3.229
H -0.968 -0.291 -3.447
H -3.845 -2.589 -2.875
H -3.668 -3.295 -4.513
H -4.076 -1.623 -4.341
H 1.074 -1.676 -3.743
H 3.370 -2.679 -5.284
H 4.459 -3.309 -4.071
H 4.855 -1.097 -3.990
H 2.989 -0.260 -2.031
H 3.427 -1.983 -1.695
H 4.652 -0.755 -1.829
C 0.000 5.306 -1.650
O -1.283 5.033 -1.046
P -1.386 3.799 0.005
O -1.337 2.575 -0.833
O -2.880 4.217 0.445
C -3.874 4.584 -0.510
O -1.019 3.364 1.502
C -1.749 2.288 2.090
H -0.097 6.225 -2.221
H 0.770 5.442 -0.894
H 0.276 4.492 -2.321
H -3.823 3.953 -1.398
H -3.762 5.631 -0.785
H -4.843 4.452 -0.035
H -1.674 1.389 1.479
H -2.792 2.563 2.232
H -1.306 2.091 3.064
C -1.959 5.625 9.562
O -0.918 5.489 8.571
P -1.369 5.147 7.051
O -1.779 3.726 7.075
O 0.107 5.398 6.451
C 1.264 4.862 7.085
O -2.096 5.841 5.806
C -1.933 5.208 4.538
H -1.492 5.968 10.481
H -2.705 6.356 9.253
H -2.435 4.660 9.737
H 1.083 3.853 7.455
H 1.581 5.511 7.899
H 2.056 4.831 6.339
H -2.268 4.173 4.570
H -0.896 5.258 4.213
H -2.549 5.748 3.822
```

Frontier orbital gap in Eh: 0.242
Energy in a.u.: -5663.13113
Largest force on an atom in eV/Å: 6.1
Highest occupied orbital energy in eV: -11.403
Charge: +1

Entry 2:
Formula: C19H39BNP3Sc
Source: OMol25
Level of theory: the ωB97M-V functional and the def2-TZVPD basis

Geometry as XYZ:
```
64
C19H39BNP3Sc, DFT the ωB97M-V functional and the def2-TZVPD basis
Sc -0.133 0.140 -1.780
H 4.094 0.520 -2.888
H -0.576 -0.962 -0.330
P 1.189 -2.436 -1.374
P 0.784 2.527 -1.463
C 2.540 2.913 -1.078
H 2.686 4.003 -1.043
H 2.844 2.485 -0.115
H 3.188 2.499 -1.859
C 0.660 3.554 -2.993
H -0.396 3.733 -3.227
H 1.185 4.510 -2.861
H 1.113 2.995 -3.820
C 0.011 3.658 -0.232
H 0.136 3.264 0.786
H 0.465 4.658 -0.287
H -1.064 3.743 -0.431
C 1.720 -3.057 -2.977
H 1.692 -4.158 -2.960
H 1.064 -2.706 -3.782
H 2.744 -2.737 -3.201
C 2.472 -3.008 -0.249
H 2.176 -2.842 0.790
H 2.634 -4.081 -0.408
H 3.403 -2.471 -0.453
C -0.230 -3.426 -0.921
H -1.114 -3.181 -1.512
H 0.003 -4.482 -1.101
H -0.492 -3.307 0.130
H -2.534 -0.719 -3.284
H -2.660 0.968 -3.387
H -0.249 1.153 -4.363
H -0.064 -0.807 -3.712
B -0.786 0.140 -4.025
N -2.020 0.172 -3.235
H 4.775 0.609 -2.625
H 1.378 -0.876 -1.077
C -3.226 -0.198 0.644
P -1.425 -0.087 0.836
C -1.164 1.349 1.925
C -2.197 2.295 2.114
C -2.053 3.345 3.024
C -0.871 3.492 3.762
C 0.158 2.561 3.581
C 0.029 1.523 2.661
C -0.997 -1.477 1.950
C 0.358 -1.719 2.249
C 0.716 -2.811 3.042
C -0.264 -3.710 3.479
C -1.605 -3.498 3.146
C -1.972 -2.392 2.369
H -3.601 0.627 0.018
H -3.724 -0.136 1.626
H -3.508 -1.150 0.168
H -3.142 2.207 1.570
H -2.869 4.062 3.170
H -0.753 4.325 4.461
H 1.074 2.660 4.176
H 0.864 0.831 2.542
H 1.152 -1.076 1.857
H 1.761 -2.976 3.326
H 0.020 -4.584 4.071
H -2.378 -4.197 3.485
H -3.024 -2.254 2.095
```

Frontier orbital gap (alpha / beta) in Eh: 0.202 / 0.217
Spin multiplicity: 2
Energy in a.u.: -2611.08389
Largest force on an atom in eV/Å: 2.9
Energy relative to the best compared isomer or geometry (same formula, charge and spin) in kJ/mol: 0.0
Highest occupied orbital energy (alpha / beta) in eV: -12.486 / -12.437
Charge: +2
Expectation value of S²: 1.0396

Entry 3:
Formula: C19H39F6N2O5S
Source: OMol25
Level of theory: the ωB97M-V functional and the def2-TZVPD basis

Geometry as XYZ:
```
72
C19H39F6N2O5S, DFT the ωB97M-V functional and the def2-TZVPD basis
O 4.261 -1.435 5.934
C 3.173 -1.194 5.600
F 2.154 -0.969 6.471
C 2.690 -1.054 4.167
S 2.556 0.666 3.650
C 1.189 1.451 4.581
C -0.073 0.590 4.713
C -0.985 0.644 3.473
C -2.486 0.580 3.788
F -3.179 1.254 2.852
F -2.766 1.148 4.992
C -3.022 -0.871 3.825
F -2.166 -1.626 4.555
F -3.048 -1.380 2.597
F -4.209 -0.951 4.365
H 3.422 -1.498 3.481
H 1.713 -1.521 4.004
H 3.604 1.136 4.350
H 0.990 2.332 3.960
H 1.577 1.781 5.549
H -0.598 0.950 5.604
H 0.183 -0.449 4.940
H -0.830 1.560 2.889
H -0.760 -0.194 2.798
C 5.783 2.966 -2.583
O 4.478 3.491 -2.440
C 3.578 3.131 -3.483
C 2.441 2.299 -2.937
N 2.922 1.019 -2.444
C 1.935 0.221 -1.732
C 1.354 0.797 -0.448
O 2.298 0.889 0.620
C 3.098 2.057 0.631
H 6.399 3.422 -1.810
H 5.812 1.876 -2.466
H 6.208 3.215 -3.559
H 4.110 2.586 -4.268
H 3.173 4.049 -3.915
H 1.714 2.122 -3.735
H 1.938 2.901 -2.165
H 3.735 1.170 -1.859
H 2.402 -0.736 -1.483
H 1.114 -0.006 -2.417
H 0.577 0.113 -0.098
H 0.880 1.773 -0.604
H 2.571 2.925 0.229
H 4.044 1.940 0.099
H 3.336 2.260 1.679
C -5.877 -0.713 -1.950
O -4.978 -1.533 -1.231
C -5.013 -2.909 -1.591
C -3.705 -3.336 -2.219
N -3.504 -2.694 -3.507
C -2.194 -2.906 -4.106
C -0.974 -2.383 -3.358
O -0.879 -0.968 -3.309
C -1.656 -0.334 -2.314
H -5.850 0.273 -1.491
H -5.605 -0.619 -3.007
H -6.899 -1.099 -1.893
H -5.845 -3.100 -2.275
H -5.176 -3.492 -0.681
H -3.724 -4.420 -2.366
H -2.906 -3.119 -1.494
H -3.685 -1.702 -3.423
H -2.198 -2.449 -5.098
H -2.058 -3.982 -4.254
H -0.084 -2.720 -3.894
H -0.914 -2.791 -2.340
H -1.766 -0.958 -1.421
H -2.648 -0.066 -2.687
H -1.147 0.592 -2.040
```

Frontier orbital gap in Eh: 0.241
Energy in a.u.: -2230.08582
Largest force on an atom in eV/Å: 1.2
Highest occupied orbital energy in eV: -10.357
Charge: +1

Entry 4:
Formula: C19H39F6N3OPRuS4Sb
Source: OMol25
Level of theory: the ωB97M-V functional and the def2-TZVPD basis

Geometry as XYZ:
```
75
C19H39F6N3OPRuS4Sb, DFT the ωB97M-V functional and the def2-TZVPD basis
Ru -0.449 -1.666 0.089
O 3.474 -4.905 -4.460
C 2.788 -4.325 -3.673
S 1.122 -3.803 -4.004
C 0.823 -3.114 -2.429
C 1.817 -3.187 -1.510
S 1.730 -2.499 0.066
S 3.293 -3.978 -2.000
S -0.658 -2.289 -2.122
N -0.434 -2.041 2.287
C -1.431 -1.543 3.270
C -2.017 -0.205 2.848
C -3.391 -0.307 2.189
C -3.517 -1.361 1.107
N -2.585 -1.164 -0.028
H -0.416 -3.058 2.309
H 0.496 -1.745 2.580
H -0.940 -1.448 4.242
H -2.204 -2.304 3.376
H -1.303 0.263 2.168
H -2.107 0.441 3.723
H -3.677 0.673 1.796
H -4.136 -0.553 2.952
H -4.544 -1.363 0.730
H -3.335 -2.359 1.505
H -2.667 -0.213 -0.390
H -2.908 -1.796 -0.765
C -0.437 3.105 1.686
C -0.385 2.900 0.163
C -0.042 4.243 -0.492
C -1.814 2.506 -0.237
P 0.783 1.469 -0.276
N 0.034 0.125 0.097
C 2.356 1.628 0.747
C 2.957 3.038 0.796
C 3.430 0.677 0.197
C 2.041 1.137 2.168
C 1.185 1.544 -2.120
C 1.978 2.777 -2.572
C -0.141 1.495 -2.894
C 1.983 0.292 -2.507
H -1.243 3.812 1.899
H 0.474 3.524 2.101
H -0.667 2.183 2.211
H -0.718 4.999 -0.086
H -0.188 4.228 -1.569
H 0.971 4.571 -0.285
H -2.487 3.310 0.069
H -2.104 1.604 0.294
H -1.946 2.350 -1.303
H 3.192 3.419 -0.194
H 3.895 2.978 1.351
H 2.330 3.765 1.302
H 3.868 1.038 -0.728
H 3.045 -0.331 0.044
H 4.233 0.620 0.934
H 1.355 1.783 2.708
H 2.975 1.094 2.731
H 1.620 0.129 2.133
H 1.483 3.720 -2.360
H 2.104 2.710 -3.655
H 2.974 2.804 -2.140
H -0.713 2.416 -2.809
H -0.755 0.652 -2.576
H 0.090 1.355 -3.951
H 3.042 0.387 -2.289
H 1.880 0.141 -3.583
H 1.608 -0.594 -2.008
F -1.115 -3.785 0.462
Sb -2.472 -5.184 0.143
F -3.345 -4.411 1.640
F -1.472 -6.263 1.301
F -3.822 -6.451 -0.106
F -1.478 -5.744 -1.340
F -3.367 -3.916 -0.954
```

Frontier orbital gap (alpha / beta) in Eh: 0.196 / 0.197
Energy in a.u.: -3855.51081
Largest force on an atom in eV/Å: 1.5
Highest occupied orbital energy (alpha / beta) in eV: -7.309 / -7.324

Entry 5:
Formula: C19H39NOPS
Source: OMol25
Level of theory: the ωB97M-V functional and the def2-TZVPD basis

Geometry as XYZ:
```
62
C19H39NOPS, DFT the ωB97M-V functional and the def2-TZVPD basis
C -0.121 5.318 -0.299
C -1.301 4.371 -0.068
C -1.636 3.531 -1.320
C -3.124 3.556 -1.727
C -3.890 2.221 -1.643
C -3.478 1.291 -0.509
C -4.342 0.006 -0.479
C -3.584 -1.230 -0.006
C -3.368 -1.272 1.519
C -2.066 -0.584 1.992
C -1.184 -1.422 2.927
C -0.880 -2.838 2.441
C -0.082 -2.854 1.128
C 1.435 -2.762 1.395
C 2.121 -1.961 0.294
N 3.579 -1.873 0.392
C 4.209 -1.586 -0.723
P 5.970 -1.484 -0.989
C 6.588 -0.316 0.281
C 6.100 -0.614 -2.591
S 3.121 -1.438 -2.063
C 1.932 -2.548 -1.094
O 2.481 -3.825 -1.097
H -0.258 5.872 -1.230
H 0.796 4.737 -0.400
H -0.020 6.052 0.497
H -2.171 4.948 0.241
H -1.047 3.716 0.768
H -1.266 2.515 -1.206
H -1.067 3.969 -2.142
H -3.669 4.311 -1.162
H -3.174 3.886 -2.766
H -4.943 2.465 -1.474
H -3.868 1.678 -2.589
H -3.592 1.793 0.454
H -2.440 0.974 -0.624
H -5.193 0.190 0.180
H -4.751 -0.166 -1.476
H -4.092 -2.136 -0.341
H -2.602 -1.245 -0.492
H -3.441 -2.287 1.899
H -4.197 -0.721 1.968
H -1.466 -0.300 1.124
H -2.330 0.354 2.479
H -1.625 -1.456 3.924
H -0.226 -0.901 3.038
H -1.771 -3.455 2.361
H -0.257 -3.317 3.202
H -0.370 -1.994 0.521
H -0.287 -3.771 0.578
H 1.593 -2.253 2.347
H 1.867 -3.760 1.450
H 1.709 -0.948 0.313
H 4.084 -2.000 1.256
H 6.459 -0.769 1.261
H 6.044 0.626 0.238
H 7.642 -0.144 0.084
H 5.397 0.217 -2.647
H 5.899 -1.310 -3.401
H 7.110 -0.224 -2.676
H 0.922 -2.506 -1.485
H 2.123 -4.327 -1.831
```

Frontier orbital gap in Eh: 0.312
Energy in a.u.: -1616.64267
Largest force on an atom in eV/Å: 1.0
Highest occupied orbital energy in eV: -12.445
Charge: +1

Entry 6:
Formula: C19H40B2F5IN3O11
Source: OMol25
Level of theory: the ωB97M-V functional and the def2-TZVPD basis

Geometry as XYZ:
```
81
C19H40B2F5IN3O11, DFT the ωB97M-V functional and the def2-TZVPD basis
O 6.402 -1.080 1.336
C 5.749 -0.148 1.576
I 5.345 0.508 3.519
C 5.147 0.646 0.426
N 4.311 -0.233 -0.396
C 2.972 -0.315 -0.414
N 2.276 -1.086 -1.257
B 2.771 -1.445 -2.660
O 3.575 -2.510 -2.820
O 2.249 -0.756 -3.706
C 0.818 -0.759 -1.040
C 0.781 0.416 -0.016
B -0.228 -0.088 1.168
O 0.405 -0.705 2.209
O -1.566 -0.035 1.088
C 0.405 1.777 -0.673
F -0.493 1.570 -1.697
F -0.196 2.587 0.251
C 1.575 2.569 -1.287
F 2.381 3.018 -0.283
F 1.085 3.619 -1.974
N 2.185 0.446 0.378
F 2.555 0.662 1.665
H 4.602 1.535 0.733
H 5.997 0.941 -0.200
H 4.827 -0.846 -1.010
H 4.257 -2.766 -2.188
H 2.742 -0.018 -4.083
H 0.272 -0.577 -1.965
H 0.385 -1.657 -0.592
H -0.001 -1.529 2.507
H -2.045 0.427 0.382
H 2.157 1.952 -1.984
C -0.785 -2.327 -6.839
O -1.981 -1.583 -6.964
C -2.904 -1.783 -5.912
C -2.865 -0.653 -4.915
O -1.631 -0.580 -4.211
C -0.788 0.473 -4.599
H -0.083 -1.926 -7.567
H -0.357 -2.238 -5.837
H -0.952 -3.387 -7.061
H -2.716 -2.736 -5.407
H -3.905 -1.823 -6.350
H -3.626 -0.826 -4.148
H -3.072 0.304 -5.405
H -1.177 1.417 -4.202
H -0.649 0.571 -5.679
H 0.180 0.274 -4.141
C 4.320 -1.458 7.617
O 3.740 -0.520 6.724
C 2.800 -1.077 5.825
C 1.369 -0.845 6.250
O 1.047 -1.529 7.441
C 1.056 -0.717 8.602
H 4.833 -0.888 8.388
H 3.558 -2.088 8.080
H 5.047 -2.094 7.102
H 2.981 -2.150 5.693
H 2.964 -0.583 4.863
H 0.708 -1.224 5.463
H 1.186 0.230 6.358
H 0.180 -0.060 8.629
H 1.961 -0.108 8.659
H 1.020 -1.386 9.459
C -3.936 1.786 -2.201
O -3.844 1.580 -0.805
C -4.496 2.577 -0.023
C -5.860 2.131 0.446
O -6.752 1.940 -0.633
C -6.938 0.588 -1.006
H -3.621 0.861 -2.680
H -4.950 2.031 -2.519
H -3.261 2.593 -2.516
H -4.590 3.504 -0.597
H -3.866 2.777 0.849
H -6.277 2.910 1.090
H -5.769 1.214 1.039
H -7.557 0.057 -0.276
H -5.984 0.063 -1.109
H -7.452 0.590 -1.965
```

Frontier orbital gap in Eh: 0.286
Energy in a.u.: -2586.38466
Largest force on an atom in eV/Å: 2.6
Highest occupied orbital energy in eV: -11.058
Charge: +1

The records above yield M values of 733.17 430.22 521.59 821.60 360.57 730.06 Da, respectively.